The following is a DFT calculation (wB97M-V/def2-TZVPD) of a structure of composition C35H95HgN8O9 at a distorted geometry.

The geometry in XYZ format:
```
148
Properties=species:S:1:pos:R:3:forces:R:3:lowdin_charge:R:1
N -6.880060 12.717500 5.795640 -1.138 2.505 0.517 -0.008
H -5.063820 14.788240 5.842750 0.801 0.052 -1.166 0.101
H -3.462940 9.303930 -3.148930 -1.000 0.117 -0.179 0.089
H -2.342230 18.137780 0.008050 -0.133 -0.515 -0.759 0.085
H -4.970460 12.626620 -2.645500 -0.513 -0.709 -0.098 0.105
H -0.604110 11.431110 3.610540 0.600 -0.247 -0.039 0.128
C -9.920880 15.056060 -2.619450 -1.348 0.182 1.296 -0.040
C -6.743900 11.341810 5.821300 1.656 -4.206 0.829 -0.432
H -12.889460 16.659350 -0.469670 0.143 -0.405 -0.268 0.135
H -5.055220 10.694200 -4.557940 -0.158 -0.126 0.264 0.119
H -9.960510 17.963220 1.137600 -0.226 0.249 -0.143 0.008
H 1.478850 13.020730 3.918050 0.460 0.896 -0.487 0.092
H -6.133140 17.934590 1.645970 0.323 0.074 0.266 0.111
O -0.519240 13.510980 3.578700 -0.838 -1.456 -1.793 -0.211
H 0.759420 20.241230 1.748340 0.318 0.625 0.113 0.077
H -8.099780 10.598170 1.468030 0.305 0.430 -0.147 0.099
H -6.748010 14.095960 -0.843690 -0.805 0.866 0.052 0.058
C -6.432460 10.915360 7.330700 -1.000 -0.722 -1.881 -0.149
H -8.492970 11.019530 9.797910 -0.966 -0.662 -0.394 0.100
C -6.058960 13.481930 -4.319070 0.326 -1.187 -0.162 -0.069
H -2.149450 13.090490 1.609790 0.065 0.226 0.232 0.110
C -6.721100 13.554210 0.101760 1.043 0.203 -0.626 -0.064
Hg -8.031030 13.664950 4.065090 1.731 0.587 -2.303 1.200
C -4.574410 14.617420 1.025460 -2.429 -0.177 0.870 -0.048
H -4.079180 20.405130 1.599930 0.041 0.389 -0.077 0.083
C -6.078710 14.349890 1.271890 -1.132 -1.849 -0.873 -0.608
H -10.852250 11.547680 2.106040 -0.829 0.608 0.016 0.137
H 0.489100 13.305550 5.293780 0.181 -0.352 0.458 0.078
H -2.641430 15.607040 5.141890 0.181 0.151 0.340 0.084
H 1.340100 17.424990 2.296560 -0.112 0.009 0.668 0.113
H -7.680610 10.725990 3.195800 0.165 -1.488 -0.255 0.070
H -6.195310 14.481930 -3.907350 -0.242 -0.198 -0.031 0.078
O -3.047890 11.124140 -4.124670 -1.948 0.527 -1.480 -0.211
H -6.023280 13.117990 6.150080 0.424 0.525 -0.431 0.092
C 1.332300 18.239830 1.572620 1.629 -1.920 1.075 -0.416
H -5.272370 20.296470 2.908060 0.410 0.411 0.422 0.072
H -4.396760 14.994000 2.032800 1.296 0.332 -0.264 0.068
H -5.363090 21.731410 1.845900 0.605 0.022 0.017 0.094
C -3.081910 10.315510 -3.008820 1.643 -0.570 0.345 -0.145
O -6.060500 20.002300 1.087840 -0.335 -1.155 -0.044 -0.215
H 0.785260 19.446960 3.279560 -0.029 -0.095 0.016 0.071
H -7.891100 20.341990 -0.421390 0.007 0.433 0.286 0.069
H -10.984850 13.588900 3.282820 -0.423 0.566 0.165 0.131
H -7.079980 19.115210 2.660980 0.377 -0.090 0.531 0.102
O -1.090010 17.868230 1.549500 0.333 -0.228 -0.606 -0.206
H -5.890970 18.494430 5.724270 0.239 -0.089 -0.322 0.090
H -7.877180 9.430930 9.056260 -0.628 0.044 -0.561 0.101
H -4.706180 11.209240 5.451690 0.515 -0.335 -0.494 0.086
O -7.577010 11.279040 8.087140 1.249 0.589 -1.870 -0.173
N -7.590800 15.617880 5.189930 0.109 0.829 0.065 -0.020
C -2.262150 17.418230 0.822880 1.153 1.462 -0.009 -0.091
H -3.602110 14.216770 -4.576970 -0.216 0.199 -0.208 0.061
H -3.011180 10.626740 3.293670 0.245 -0.082 -0.422 0.083
H -10.314930 16.330670 -0.212030 -0.535 -0.819 0.580 0.088
C -5.247390 15.837610 6.073440 -0.667 0.302 1.195 -0.239
H -3.769820 16.513660 4.180180 -0.040 0.048 -0.130 0.061
H -6.980180 10.557490 9.952710 1.187 0.165 -0.381 0.090
H -5.555820 15.676930 7.106470 -0.891 0.471 0.336 0.128
C -7.752200 10.506060 9.184950 -0.317 -0.142 3.389 -0.156
H -13.730640 18.721620 -1.391290 0.525 0.893 0.491 0.079
C -12.755330 18.389900 -1.747410 -0.202 -2.535 -1.234 -0.045
H -7.757100 17.915910 0.032230 0.241 -0.112 -0.157 0.121
H -4.597220 15.356580 0.224700 0.888 0.007 0.055 0.081
C -6.372030 16.468070 5.210920 1.242 -0.812 0.494 -0.381
O -6.343860 13.639130 2.449460 0.120 0.255 0.733 -0.381
H -2.745850 13.277680 -3.632160 -0.302 -0.674 0.232 0.059
H -2.023300 10.081580 -2.896070 0.175 0.230 0.889 0.094
H -7.760380 15.144130 6.065650 0.138 0.649 0.701 0.064
H -4.237380 11.851050 -5.586110 -0.124 0.240 0.020 0.123
C 0.115540 17.801350 0.729160 -0.351 0.478 0.267 -0.182
H 0.246940 12.200110 2.158970 0.332 -0.260 0.261 0.117
H -12.063720 19.079370 -2.231570 -0.038 0.567 0.834 0.083
C -5.596610 10.891230 4.909380 -0.464 0.689 0.343 -0.050
H -7.012590 17.845300 6.777260 -0.640 -0.300 -0.057 0.099
O -11.086970 15.784520 -2.080750 0.887 -0.451 -0.331 -0.175
H -10.091620 17.463670 -1.326140 -0.031 0.586 -0.898 0.117
H -4.033030 11.827790 2.393950 -0.040 -0.103 0.103 0.059
H -5.978640 13.487940 -5.406090 0.286 0.511 -0.108 0.077
C 0.675520 13.662000 4.280720 -1.245 0.046 1.668 -0.125
H -9.116750 18.593610 2.373560 -0.935 -0.181 0.679 0.066
C -1.913190 12.129030 2.065710 0.403 -2.017 -1.002 -0.394
O -9.005340 11.952550 2.763770 -2.004 0.598 -0.494 -0.332
H 0.694880 14.741850 4.427860 1.412 0.026 -0.451 0.092
H -5.670790 11.438000 3.969360 0.216 0.168 -0.072 0.051
H -2.369700 10.878770 0.316540 -0.254 0.507 0.192 0.052
H -12.943980 18.168890 0.980710 -0.013 -0.166 0.230 0.077
H -6.057930 12.791940 -0.307220 0.088 -0.884 0.884 0.060
H -7.681100 13.140810 0.410940 -0.015 -0.007 -0.266 0.046
H -7.652270 10.885890 5.427460 -0.286 -0.147 0.636 0.135
H -2.515380 17.421100 4.980570 -0.106 -0.102 0.665 0.091
H 2.888150 17.170070 0.597370 -0.469 -0.253 -0.104 0.061
H -7.533890 12.895000 6.544700 -0.385 0.364 0.498 0.090
C -4.850690 12.787290 -3.716920 2.788 0.496 -0.557 -0.407
C -6.752830 17.827140 5.718820 0.991 1.052 0.247 -0.051
H -13.126670 17.857220 -2.622890 0.297 -0.599 -0.275 0.068
C -3.171820 16.557900 5.090420 -1.738 -0.122 0.563 0.004
H -11.319500 14.168920 0.276340 0.092 0.086 -0.012 0.081
H -9.185720 9.817240 2.509490 -0.380 0.220 0.919 0.102
C -4.380310 11.550070 -4.548280 0.723 0.112 0.577 -0.154
C -3.083690 11.638630 2.895000 0.548 1.469 0.693 -0.088
C -5.089970 20.677750 1.903350 -1.325 -1.210 0.132 -0.063
H -7.472750 18.315960 5.062420 -0.366 -0.095 0.221 0.075
H -8.258340 16.371310 5.107190 -1.073 -0.587 -0.072 0.078
H 3.396140 18.413390 1.438920 -0.186 0.294 0.162 0.057
H -9.919860 15.688800 2.568250 0.134 0.378 0.199 0.066
C -10.137170 12.350570 1.926810 1.991 -0.702 0.201 -0.145
H -11.997010 19.204050 0.270990 0.348 0.138 -0.159 0.069
H -2.160900 16.378450 0.511890 -0.145 0.053 -0.097 0.080
C -8.500060 10.664050 2.479730 1.245 0.598 -0.144 -0.071
H -6.224240 9.846150 7.369920 -0.564 -0.396 -0.084 0.127
O -4.147090 16.687570 6.254110 1.896 -0.479 -2.315 -0.170
C -0.566350 12.242300 2.883450 -2.149 1.013 -0.310 -0.161
H -11.995310 15.248210 1.515020 0.287 0.139 0.040 0.077
N -9.067640 17.935580 1.608910 1.130 -0.486 1.680 0.036
H -3.181970 17.612730 1.374420 0.309 -0.394 0.639 0.065
H -12.535580 13.617730 1.427950 0.000 -0.213 -0.111 0.093
H -9.420710 19.651740 -0.629880 -0.143 -0.925 0.196 0.053
C -10.572980 13.774500 2.290850 -0.517 -0.549 0.040 -0.393
H -5.605820 9.829740 4.661890 0.108 0.018 0.417 0.100
H -9.915710 15.235770 -3.694520 0.341 -0.204 0.212 0.093
H -8.979880 15.232380 -2.098380 0.091 0.977 -0.217 0.071
H -0.807770 11.381040 0.570330 -0.037 -0.401 -0.695 0.051
C 1.352100 19.556580 2.355030 -1.863 0.031 -0.551 -0.051
H -8.903750 14.833670 1.660690 0.322 0.084 -0.277 0.067
H 0.239490 16.774400 0.385500 0.306 -0.415 0.378 0.114
C -12.117300 17.395320 -0.693780 -2.645 2.326 -0.459 -0.398
C -8.015500 18.583560 0.854160 -1.140 0.770 -2.838 -0.406
H -4.075690 13.674030 0.803190 0.220 0.317 -0.032 0.062
H -3.496830 10.856140 -2.158130 -0.070 -0.366 0.334 0.078
H -6.002540 16.549400 4.188680 -0.115 -0.103 -0.140 0.128
C -8.675830 19.838880 0.143570 1.523 0.053 -0.082 -0.044
N -3.656990 13.707060 -3.706750 -0.883 0.963 -0.171 0.028
N 2.630080 18.112330 0.853580 -0.391 0.387 -0.729 0.020
H 0.071100 18.319820 -0.228610 -0.535 0.842 0.072 0.119
C -11.644910 14.235740 1.314480 -0.478 -0.222 0.204 -0.039
H -9.781020 12.189270 0.909340 -0.101 0.542 -0.385 0.123
H -5.484660 11.294150 7.713180 -0.002 0.955 0.008 0.134
C -10.856090 16.730230 -1.069710 1.881 0.023 -0.165 -0.269
H -9.168310 20.527950 0.829680 0.332 0.072 0.305 0.078
H -6.592630 15.309170 1.210550 -0.116 0.726 0.484 0.092
C -6.726650 18.848640 1.664890 -0.880 1.586 -0.936 -0.158
H -2.972050 12.323010 3.735990 -0.882 0.025 0.544 0.073
H -6.884150 12.784630 -4.174370 -0.510 0.456 0.408 0.077
H -10.075040 14.016440 -2.330440 -0.351 -0.276 -0.680 0.076
N -1.664550 11.078650 1.011470 1.259 0.793 1.030 0.033
N -9.489210 14.779300 2.481890 -0.320 -1.626 -0.022 0.044
H 2.311250 19.993680 2.632680 0.125 -0.363 -0.480 0.075
N -12.047850 18.226130 0.518360 0.710 -0.343 0.953 0.025
```
Forces are in eV/Å.

## Properties
electronic energy = -72342.959 eV
strongest force on any atom = 4.60 eV Å⁻¹
frontier orbital gap = 7.23 eV
multiplicity = 1
charge = +1
lowest unoccupied orbital energy = -2.9 eV